# 1
ORCA calculation (wB97M-V/def2-TZVPD) on the molecule C2H4N2S at a distorted geometry.

The SMILES is [H]/N=C(/N)C=S. As for the total charge: 0. The value obtained for the HOMO-LUMO gap is 8.0 eV. The calculation puts the highest occupied orbital energy at -9.27 eV.

Structure (XYZ):
```
9
Properties=species:S:1:pos:R:3:forces:R:3
H 0.961 -1.767 0.190 0.917 0.982 -0.923
N 1.346 -0.818 -0.041 0.699 -0.617 0.739
C 0.341 -0.027 -0.092 0.614 0.503 0.565
N 0.452 1.363 -0.089 -0.496 -0.697 -0.219
C -0.906 -0.746 -0.107 -4.938 4.053 0.617
S -2.400 0.068 -0.043 2.444 -1.553 -0.257
H 1.395 1.700 -0.021 0.110 -0.059 0.095
H -0.276 2.017 0.232 0.411 -1.213 -0.493
H -0.914 -1.789 -0.029 0.239 -1.398 -0.123
```
Forces are in eV/Å.



# 2
ORCA calculation (wB97M-V/def2-TZVPD) on the molecule C2H4N2S at a distorted geometry.

The SMILES is C=NNC=S. As for the total charge: 0. The value obtained for the HOMO-LUMO gap is 8.5 eV. The calculation puts the highest occupied orbital energy at -8.65 eV.

Structure (XYZ):
```
9
Properties=species:S:1:pos:R:3:forces:R:3
C 0.147 0.973 1.054 0.698 0.242 3.634
N 0.446 -0.261 1.095 -0.130 1.351 2.385
N 0.440 -0.767 -0.104 0.734 -4.839 -1.706
C -0.537 -0.522 -0.981 0.257 2.152 -1.513
S -0.323 -0.887 -2.570 -0.955 -0.206 0.417
H 0.113 1.468 2.052 -0.180 -0.122 -1.144
H 0.126 1.481 0.144 -0.223 1.192 -1.142
H 0.798 -1.751 -0.167 -0.025 1.491 0.020
H -1.208 0.264 -0.522 -0.175 -1.260 -0.950
```
Forces are in eV/Å.



# 3
ORCA calculation (wB97M-V/def2-TZVPD) on the molecule C2H4N2S2.

The SMILES is [H]/N=C(\N)C(=S)S. As for the total charge: 0. The value obtained for the HOMO-LUMO gap is 8.3 eV. The calculation puts the highest occupied orbital energy at -9.06 eV.

Structure (XYZ):
```
10
Properties=species:S:1:pos:R:3:forces:R:3
H 1.464 -1.594 -0.075 0.332 -0.121 0.018
N 0.483 -1.358 -0.068 -0.141 -0.008 -0.052
C 0.290 -0.103 0.007 -0.160 0.359 0.087
N 1.226 0.881 0.117 0.313 -0.544 -0.087
C -1.156 0.389 0.014 -0.245 0.260 -0.041
S -1.545 1.978 -0.024 0.153 -0.413 0.024
S -2.382 -0.834 0.043 -0.201 0.677 0.009
H 2.193 0.637 -0.055 -0.331 0.174 0.065
H 0.940 1.839 0.024 -0.106 0.111 -0.025
H -1.512 -1.834 0.017 0.387 -0.495 0.000
```
Forces are in eV/Å.



no.,LUMO (Ha)
1,-0.0485
2,-0.0058
3,-0.0298